Record 1
{"formula": "C23H35F6IrN6O4S3Si3", "method": "the ωB97M-V functional and the def2-TZVPD basis", "s2": 0.758, "multiplicity": 2, "charge": 1, "homo_energy_ev": [-11.8, -11.7], "de_lowest_kj_mol": 0.0, "e_lumo_ev": [-3.979, -5.917], "homo_lumo_gap_ev": [7.850, 5.799], "total_energy_ha": -4293.3753, "symbols": ["Ir", "N", "C", "S", "N", "N", "C", "C", "C", "C", "C", "C", "N", "H", "H", "H", "H", "H", "H", "H", "C", "Si", "C", "C", "C", "Si", "C", "C", "C", "Si", "C", "C", "C", "C", "C", "C", "C", "N", "H", "H", "H", "H", "H", "H", "H", "H", "H", "H", "H", "H", "H", "H", "H", "H", "H", "H", "H", "H", "H", "H", "H", "H", "H", "H", "H", "H", "F", "C", "F", "F", "S", "O", "O", "N", "S", "O", "O", "C", "F", "F", "F"], "coordinates": [[0.21341, -0.82636, 0.09687], [1.66113, -3.27706, 3.39204], [1.08183, -2.78573, 2.29466], [1.81424, -1.32810, 1.60453], [0.12800, -3.45077, 1.71087], [-0.42041, -2.76820, 0.67702], [-1.41018, -3.28986, 0.05623], [-1.91807, -2.53138, -1.07092], [-2.97814, -2.96961, -1.83794], [-3.40747, -2.19095, -2.90034], [-2.74246, -1.01208, -3.17678], [-1.67967, -0.63613, -2.37324], [-1.27777, -1.36251, -1.33293], [2.26838, -2.68795, 3.93613], [1.14846, -3.99042, 3.89030], [-1.82769, -4.23901, 0.36863], [-3.46239, -3.90283, -1.58715], [-4.24829, -2.50539, -3.50337], [-3.03928, -0.37052, -3.99396], [-1.13750, 0.27292, -2.55358], [3.86229, 0.77781, 0.40257], [2.29684, 1.80037, 0.74586], [1.87781, 1.76871, 2.58642], [2.87766, 3.55843, 0.43142], [0.83694, 1.19852, -0.37808], [-0.47681, 2.60115, -0.25215], [-2.19813, 2.12109, -0.83746], [0.01307, 4.02877, -1.38165], [-0.61483, 3.34030, 1.45878], [1.52138, 1.16233, -2.12192], [0.39530, 1.42623, -3.62899], [3.01922, 2.19798, -2.54514], [2.04649, -0.65722, -2.24828], [2.93286, -1.14096, -3.20504], [3.27680, -2.47819, -3.24283], [2.72076, -3.32923, -2.30088], [1.84802, -2.81348, -1.36997], [1.51005, -1.50935, -1.34683], [4.32907, 0.48762, 1.34591], [4.58742, 1.39941, -0.12758], [3.72304, -0.13198, -0.18359], [2.70739, 1.33078, 3.14648], [0.97044, 1.22904, 2.84989], [1.76308, 2.79629, 2.93632], [3.74668, 3.68591, 1.08623], [2.15638, 4.32151, 0.71373], [3.21365, 3.75594, -0.58722], [-2.25613, 2.08103, -1.92516], [-2.87451, 2.92206, -0.52772], [-2.59510, 1.19329, -0.42540], [0.01836, 3.78064, -2.44430], [0.97440, 4.47357, -1.13172], [-0.74501, 4.80687, -1.24778], [-0.70401, 2.60666, 2.25386], [-1.49880, 3.98200, 1.48552], [0.24246, 3.97059, 1.68729], [-0.55521, 1.91405, -3.42506], [0.19801, 0.49523, -4.16428], [0.93314, 2.07993, -4.31899], [2.74072, 3.25415, -2.56502], [3.33327, 1.94054, -3.56036], [3.87564, 2.07715, -1.88368], [3.35648, -0.44622, -3.91806], [3.97034, -2.85229, -3.98412], [2.96051, -4.38228, -2.27127], [1.41919, -3.44964, -0.61366], [-4.47658, 1.00372, 2.88699], [-3.22991, 1.20690, 2.49627], [-3.22371, 2.14037, 1.55083], [-2.49529, 1.60392, 3.52409], [-2.56883, -0.38366, 1.81445], [-1.09675, -0.13359, 1.61353], [-3.26044, -0.64650, 0.58680], [-2.88656, -1.23210, 3.03715], [-2.61125, -2.75377, 3.40703], [-3.02877, -3.65124, 2.36973], [-1.33171, -2.93375, 4.02569], [-3.85304, -2.89883, 4.76082], [-3.82645, -4.15298, 5.19892], [-5.06703, -2.61487, 4.30938], [-3.54648, -2.07680, 5.75516]], "atomic_forces_ev_per_a": [[0.1, -0.4, 0.1], [-0.1, 0.0, 0.1], [-0.1, 0.0, 0.0], [0.0, 0.2, -0.1], [0.0, 0.0, -0.1], [0.2, 0.1, -0.1], [0.0, -0.1, -0.1], [0.1, 0.1, 0.0], [0.0, 0.0, 0.0], [0.0, 0.0, 0.0], [0.0, 0.0, 0.0], [0.0, -0.1, 0.0], [-0.1, 0.3, 0.1], [0.0, 0.0, 0.0], [0.0, 0.0, 0.0], [0.0, 0.0, 0.0], [0.0, 0.0, 0.0], [0.0, 0.0, 0.0], [0.0, 0.0, 0.0], [-0.1, 0.0, 0.1], [0.0, -0.1, 0.1], [0.0, -0.1, 0.0], [0.1, -0.1, 0.0], [0.0, 0.1, 0.0], [-0.1, 0.1, -0.1], [0.0, -0.1, -0.1], [0.1, 0.0, -0.2], [0.0, 0.0, 0.0], [0.0, 0.1, 0.0], [0.0, 0.0, 0.0], [0.1, 0.1, -0.1], [0.1, 0.0, -0.1], [0.0, -0.1, 0.0], [0.0, 0.0, 0.0], [0.0, 0.0, 0.0], [0.0, 0.0, 0.0], [0.0, 0.1, 0.0], [0.2, 0.0, 0.0], [0.0, 0.0, 0.0], [0.0, 0.0, 0.1], [0.0, 0.0, 0.0], [0.0, 0.0, 0.0], [0.0, -0.1, 0.0], [0.0, 0.0, 0.0], [0.0, 0.0, 0.0], [0.0, 0.0, 0.0], [-0.1, 0.0, 0.2], [0.0, 0.0, -0.1], [0.1, 0.0, -0.1], [0.1, 0.2, -0.3], [0.0, 0.0, 0.0], [0.0, 0.0, 0.0], [0.0, 0.0, 0.0], [0.0, 0.0, 0.0], [0.0, 0.0, 0.0], [0.0, 0.0, 0.0], [-0.1, 0.0, 0.0], [0.0, 0.0, 0.0], [0.0, 0.0, 0.0], [0.0, 0.0, 0.0], [0.0, 0.0, 0.0], [-0.1, 0.0, -0.1], [0.0, 0.0, 0.0], [0.0, 0.0, 0.0], [0.0, 0.0, 0.0], [0.0, 0.0, 0.1], [0.0, 0.0, 0.0], [0.0, 0.1, 0.0], [-0.2, -0.1, 0.5], [0.0, 0.0, 0.0], [0.0, -0.2, 0.3], [-0.3, 0.2, -0.1], [0.0, -0.1, 0.0], [0.3, 0.1, 0.0], [0.0, 0.0, 0.1], [0.0, 0.0, 0.0], [-0.2, 0.1, 0.1], [0.0, 0.0, 0.0], [0.0, 0.0, 0.0], [0.0, 0.0, 0.0], [0.0, 0.0, 0.0]]}

***

Record 2
{"formula": "C23H35F9N4NbO4S", "method": "the ωB97M-V functional and the def2-TZVPD basis", "multiplicity": 1, "charge": -1, "homo_energy_ev": -4.6, "e_lumo_ev": 0.785, "homo_lumo_gap_ev": 5.432, "total_energy_ha": -2770.8609, "symbols": ["N", "C", "C", "C", "C", "Nb", "C", "C", "C", "N", "C", "C", "C", "F", "F", "C", "F", "F", "S", "F", "F", "F", "F", "F", "H", "H", "H", "H", "H", "H", "H", "H", "H", "H", "H", "H", "H", "H", "H", "H", "H", "H", "H", "H", "H", "H", "H", "H", "H", "C", "C", "C", "C", "C", "C", "N", "O", "O", "H", "H", "H", "H", "H", "C", "C", "C", "C", "C", "C", "N", "O", "O", "H", "H", "H", "H", "H"], "coordinates": [[4.97435, -0.49803, -0.79297], [5.43396, -0.18833, 0.58445], [4.86286, 1.17645, 1.04598], [3.46651, 1.00211, 1.76401], [2.31987, 1.12286, 0.72391], [0.27679, 0.64216, 1.60715], [-0.65629, 2.66188, 1.12640], [-1.18946, 3.41110, 2.39310], [-2.70204, 3.14620, 2.72860], [-3.45891, 2.35795, 1.75252], [-0.49374, -0.31106, -0.36067], [-1.97791, -0.77903, -0.23015], [-2.23305, -2.27139, -0.46412], [-3.49704, -2.49450, -0.88436], [-1.45191, -2.62522, -1.52217], [-1.80073, -3.22154, 0.68376], [-0.67682, -2.88726, 1.22188], [-1.57995, -4.43058, 0.14019], [-3.06599, -3.49179, 2.06232], [-2.11516, -2.75872, 3.10232], [-2.32093, -4.85732, 2.46029], [-4.05031, -4.29384, 1.11578], [-3.80768, -2.09802, 1.81518], [-4.08648, -3.76462, 3.25065], [4.60415, -1.43829, -0.86168], [5.79555, -0.46270, -1.37965], [6.53165, -0.12852, 0.66508], [5.11079, -1.01199, 1.23411], [4.67181, 1.81736, 0.17697], [5.59425, 1.67749, 1.70185], [3.48700, 0.00333, 2.21539], [3.36263, 1.72388, 2.58101], [2.26978, 2.12338, 0.27393], [2.51200, 0.33187, -0.01855], [-1.20709, 0.13474, 2.55278], [1.00845, -0.96083, 2.15656], [0.90714, 1.33942, 3.19433], [-1.39046, 2.57584, 0.31165], [0.16768, 3.28136, 0.72769], [-1.00461, 4.49154, 2.28823], [-0.61628, 3.04769, 3.25276], [-3.19576, 4.12904, 2.78590], [-2.85122, 2.66729, 3.70223], [-3.42289, 2.76301, 0.82646], [-3.08909, 1.41274, 1.74088], [0.22544, -1.11115, -0.57555], [-0.35841, 0.44578, -1.14686], [-2.41448, -0.41888, 0.70600], [-2.53758, -0.28214, -1.03820], [7.35804, 0.35970, -6.97824], [8.42456, 0.45095, -6.09373], [8.34266, -0.14332, -4.84448], [7.19065, -0.82762, -4.49794], [6.11753, -0.92032, -5.36661], [6.20461, -0.32145, -6.61342], [7.10826, -1.47977, -3.18303], [8.06086, -1.36183, -2.43076], [6.09397, -2.09810, -2.92389], [7.42640, 0.82073, -7.95587], [9.32193, 0.98387, -6.37946], [9.17442, -0.06999, -4.15840], [5.21890, -1.45176, -5.08680], [5.37347, -0.38848, -7.30279], [-7.49536, -1.62647, 1.44217], [-6.32190, -0.90308, 1.27393], [-6.35639, 0.48768, 1.28053], [-7.57464, 1.12689, 1.45978], [-8.74990, 0.41256, 1.62185], [-8.70707, -0.97085, 1.61214], [-7.62699, 2.59706, 1.49053], [-6.59058, 3.20428, 1.32387], [-8.71633, 3.12003, 1.68351], [-7.46398, -2.70967, 1.44186], [-5.38852, -1.42622, 1.14011], [-5.44130, 1.05496, 1.15100], [-9.69472, 0.91958, 1.75659], [-9.61898, -1.54006, 1.74022]], "atomic_forces_ev_per_a": [[0.6, 0.1, 0.3], [-0.3, 0.6, -0.2], [-0.6, -0.5, 0.8], [1.0, 0.4, -1.0], [-0.1, -1.2, 2.0], [0.6, 1.3, -3.0], [-0.2, 0.1, 1.0], [-0.3, -0.5, -0.1], [0.0, 0.6, -0.7], [-0.3, -0.2, 0.5], [0.2, -0.1, 1.0], [0.2, 0.6, -0.6], [1.1, 1.8, -0.4], [-0.5, -0.4, 0.5], [0.1, -0.5, -0.1], [-0.9, -1.1, -1.1], [1.0, 1.0, 0.5], [-0.6, -0.6, -0.2], [0.9, -0.2, 2.0], [-0.4, 0.2, -0.1], [-0.3, 0.0, -0.3], [0.0, 0.4, -0.3], [0.4, -0.6, -0.3], [-0.1, 0.1, -0.1], [0.2, 0.1, 0.0], [-0.3, -0.1, -0.1], [-0.2, -0.3, -0.3], [0.0, 0.4, 0.1], [0.4, -0.1, 0.0], [-0.2, -0.1, -0.1], [-0.4, 0.2, 0.0], [-0.1, -0.1, -0.2], [0.1, -0.2, -0.1], [-0.2, 0.4, -0.2], [0.0, -0.3, 0.7], [-0.2, -0.1, 0.4], [0.0, -0.1, 0.1], [0.1, 0.1, 0.2], [0.0, -0.4, 0.0], [-0.2, -0.2, 0.1], [0.0, 0.4, -0.1], [0.0, -0.3, 0.1], [0.3, 0.0, -0.2], [0.2, -0.1, 0.0], [0.2, 0.2, -0.2], [-0.3, 0.0, -0.1], [-0.2, -0.2, 0.1], [-0.1, -0.5, -0.1], [-0.1, -0.3, 0.2], [0.0, 0.0, 0.0], [-0.1, 0.0, -0.1], [0.3, 0.1, 0.1], [0.0, 0.2, -0.3], [-0.3, -0.1, -0.1], [0.2, 0.1, 0.0], [0.0, -0.2, 0.1], [-0.2, 0.0, -0.2], [0.3, 0.0, -0.2], [0.0, 0.0, 0.0], [0.0, 0.0, 0.0], [-0.1, -0.1, 0.1], [0.1, 0.0, 0.2], [0.0, 0.0, 0.0], [0.0, 0.0, 0.0], [-0.3, 0.1, -0.1], [0.2, 0.0, -0.1], [0.1, -0.4, 0.0], [-0.3, 0.0, 0.1], [0.1, 0.0, 0.0], [0.0, 0.2, 0.0], [-0.3, -0.1, 0.0], [0.2, -0.1, 0.0], [0.0, 0.0, 0.0], [-0.4, 0.3, -0.1], [-0.1, 0.2, 0.2], [0.1, 0.1, 0.0], [0.0, 0.0, 0.0]]}

***

Record 3
{"formula": "C23H35IO15", "method": "the ωB97M-V functional and the def2-TZVPD basis", "smiles": "O=C1C[C@H](CCCI)[C@@H](CCCCO)O1.O=C1OCCO1.O=C1OCCO1.O=C1OCCO1.O=C1OCCO1", "multiplicity": 1, "homo_energy_ev": -9.3, "e_lumo_ev": 0.257, "homo_lumo_gap_ev": 9.550, "total_energy_ha": -2323.7200, "symbols": ["O", "C", "C", "C", "C", "C", "C", "I", "C", "C", "C", "C", "C", "O", "O", "H", "H", "H", "H", "H", "H", "H", "H", "H", "H", "H", "H", "H", "H", "H", "H", "H", "H", "H", "O", "C", "O", "C", "C", "O", "H", "H", "H", "H", "O", "C", "O", "C", "C", "O", "H", "H", "H", "H", "O", "C", "O", "C", "C", "O", "H", "H", "H", "H", "O", "C", "O", "C", "C", "O", "H", "H", "H", "H"], "coordinates": [[-0.61253, 3.43511, 1.26360], [-0.28247, 3.18721, 0.12201], [1.09763, 2.66857, -0.30833], [0.67920, 1.89223, -1.58181], [1.78272, 1.41741, -2.53399], [1.87315, -0.11574, -2.50190], [0.62929, -0.76996, -3.09655], [0.10877, -2.56610, -2.03690], [-0.29171, 2.94544, -2.09486], [-0.98289, 2.82453, -3.44043], [-2.43129, 2.27028, -3.41541], [-2.73184, 1.22358, -2.32220], [-3.75776, 1.75705, -1.30020], [-3.46889, 1.30612, 0.01917], [-1.08855, 3.32728, -0.96619], [1.70914, 3.50552, -0.65548], [1.63943, 2.12069, 0.45161], [0.21450, 1.00868, -1.13180], [2.74044, 1.79906, -2.18146], [1.61424, 1.74931, -3.55737], [2.78083, -0.46067, -2.98949], [1.95018, -0.39253, -1.45066], [-0.23992, -0.12328, -3.07732], [0.82090, -1.07626, -4.11917], [0.38162, 3.80805, -2.21829], [-0.39060, 2.25983, -4.15335], [-1.04235, 3.83466, -3.84384], [-3.13554, 3.09857, -3.40794], [-2.58607, 1.77968, -4.37723], [-1.85021, 0.86006, -1.80590], [-3.19357, 0.35778, -2.80169], [-4.77815, 1.51553, -1.60207], [-3.64116, 2.83600, -1.26699], [-3.60130, 0.35499, 0.02878], [5.60933, 2.14341, 3.27771], [4.46428, 2.37808, 3.49117], [3.43958, 1.98141, 2.69338], [2.21101, 2.24551, 3.38576], [2.60201, 3.34262, 4.34464], [4.00282, 3.07072, 4.55497], [1.43248, 2.55130, 2.69118], [1.89345, 1.33562, 3.89953], [2.49794, 4.33628, 3.91054], [2.06301, 3.30309, 5.27161], [0.14864, 4.14588, 5.05282], [-0.70066, 4.16945, 5.88344], [-1.42830, 5.26053, 6.20849], [-2.49062, 4.84468, 7.07178], [-1.94017, 3.56632, 7.66644], [-1.06543, 3.10310, 6.63324], [-2.70061, 5.60734, 7.81686], [-3.38579, 4.67637, 6.47099], [-1.35467, 3.74291, 8.57034], [-2.70807, 2.82751, 7.87932], [2.94652, -3.22315, -4.57618], [2.95947, -4.33469, -4.15301], [2.82289, -5.44684, -4.91486], [3.11760, -6.58297, -4.09475], [2.83980, -6.05758, -2.70376], [3.11035, -4.65777, -2.85137], [2.48680, -7.42556, -4.36558], [4.16406, -6.85896, -4.24007], [1.80160, -6.18735, -2.40544], [3.48170, -6.49437, -1.94357], [0.36271, -6.99485, -0.69353], [-0.78487, -6.77577, -0.48130], [-1.79524, -7.09647, -1.32322], [-3.03074, -6.88892, -0.63259], [-2.64223, -5.87699, 0.42381], [-1.25754, -6.17071, 0.63193], [-3.79476, -6.52443, -1.31401], [-3.35787, -7.83786, -0.20400], [-2.73420, -4.84780, 0.07203], [-3.20152, -5.98776, 1.34896]], "atomic_forces_ev_per_a": [[0.0, -0.2, -1.7], [0.5, 0.2, 1.9], [-0.5, 0.0, -1.0], [0.3, -0.3, 1.0], [0.0, -0.3, 0.4], [-0.2, 0.3, 0.4], [0.5, -0.2, -0.2], [-0.1, 0.1, -0.1], [1.5, 0.6, -0.9], [-1.5, 0.2, 0.5], [0.7, -0.7, -0.4], [-1.2, 0.2, -0.4], [1.1, 0.1, 0.2], [-0.4, -0.1, -0.1], [-0.1, -0.3, 0.4], [0.1, 0.2, 0.3], [-0.2, -0.1, 0.2], [-0.6, -0.1, -0.6], [0.1, 0.2, -0.2], [0.1, 0.2, 0.0], [0.0, -0.2, -0.1], [0.2, -0.1, 0.1], [-0.1, 0.0, 0.1], [-0.1, -0.1, -0.1], [0.0, 0.0, -0.3], [0.3, -0.2, 0.2], [0.0, 0.0, -0.2], [-0.1, 0.0, 0.3], [-0.1, 0.1, -0.1], [0.1, 0.2, 0.1], [0.2, -0.2, 0.0], [-0.1, 0.0, 0.0], [-0.2, 0.1, 0.2], [0.0, -0.1, 0.1], [0.1, 0.0, 0.0], [0.0, 0.0, 0.0], [0.0, 0.1, 0.1], [-0.4, 0.0, 0.0], [0.4, 0.0, -0.1], [-0.1, -0.1, -0.2], [0.1, 0.0, -0.1], [0.1, 0.0, 0.0], [0.0, 0.0, 0.0], [0.2, -0.1, 0.3], [-0.4, 0.1, 0.1], [0.0, 0.0, -0.1], [0.0, -0.1, 0.1], [-0.2, 0.1, 0.1], [-0.1, 0.0, 0.2], [0.0, 0.1, 0.0], [0.1, 0.1, -0.1], [0.0, 0.0, 0.0], [0.0, 0.0, 0.0], [0.1, -0.1, -0.1], [0.0, 0.1, -0.1], [0.0, 0.0, 0.1], [0.0, 0.0, 0.1], [0.1, -0.2, 0.0], [-0.1, -0.2, 0.1], [0.1, 0.0, -0.1], [-0.1, 0.1, -0.1], [0.0, 0.0, 0.0], [0.0, 0.0, 0.0], [0.1, 0.2, 0.0], [0.1, 0.0, 0.0], [0.0, 0.0, 0.0], [0.0, 0.0, 0.1], [-0.2, 0.0, 0.0], [-0.2, 0.1, 0.1], [-0.1, 0.0, -0.1], [0.1, 0.0, -0.1], [0.0, 0.0, 0.0], [0.0, 0.0, 0.0], [0.2, -0.1, 0.1]]}